Formula: C34H66Cl14NO6P2
Source: the OMol25 dataset
Level of theory: ωB97M-V/def2-TZVPD

Values from the calculation:
* energy above the lowest of the compared OMol25 structures with the same formula, charge and spin: 43.5 kcal per mole
* calculated total energy: -8966.2514 hartree
* largest force on an atom: 4.10 eV/A
* gap between HOMO and LUMO: 7.1 eV

```
! RIJCOSX wB97M-V def2-TZVPD def2/J DEFGRID3
* xyz 1 1
C -2.22943 -3.74728 -1.34064
O -1.88665 -3.90079 0.03763
C -0.52842 -3.55827 0.28472
C -0.26767 -2.05306 0.15919
C -1.02220 -1.16750 1.21048
P -1.85873 -2.11923 2.61812
O -3.21559 -2.54441 2.26909
N -0.15287 -0.15627 1.85920
C 0.53029 0.79270 0.90370
C -0.53725 1.61420 0.15969
C -1.57607 2.33757 1.07362
C -3.05682 1.93883 0.76228
C -3.78004 3.15438 0.13364
O -4.00922 4.09715 1.20058
C -3.57276 5.34472 0.92337
O -3.78224 5.91617 -0.06494
C 1.46136 1.64392 1.81482
C 1.49667 3.15169 1.57698
O 1.89660 3.51628 0.24574
C 1.49041 4.81462 -0.02881
O 1.86457 5.68711 0.61910
C 1.27169 -0.08531 -0.17688
C 2.66595 0.42852 -0.62747
C 2.92206 0.34240 -2.15783
C 2.57910 1.59077 -2.99857
C 3.25304 2.90334 -2.52310
C 1.05180 1.76004 -3.26882
C 0.64023 0.71124 -4.36519
C -0.70318 0.03719 -3.99882
C -1.30597 -0.81103 -4.87269
C -2.70954 -0.49104 -5.38612
C -0.67713 -2.08359 -5.40622
C 1.27302 -1.63291 0.18946
P 2.34665 -2.62999 -0.96611
C 1.47614 -2.94154 -2.58036
C 2.77968 -4.28485 -0.20756
H -1.42096 -3.98989 -2.03925
H -3.08659 -4.39803 -1.53827
H -2.61201 -2.72020 -1.46775
H -0.20881 -3.91563 1.27347
H 0.06897 -4.16378 -0.43109
H -0.61371 -1.72947 -0.83155
H -1.87275 -0.70320 0.70380
H -1.00110 -3.13118 3.10460
H -1.96880 -1.12142 3.64023
H -0.75725 0.35929 2.50876
H 0.56013 -0.57498 2.47816
H -0.09821 2.34350 -0.51954
H -1.10816 0.92352 -0.47469
H -1.52055 3.40893 0.84711
H -1.38807 2.24184 2.15374
H -3.61661 1.67238 1.66440
H -3.12787 1.13876 0.01405
H -4.69082 2.86543 -0.39777
H -3.09754 3.59902 -0.60137
H -2.98240 5.86526 1.69814
H 2.50105 1.29611 1.81160
H 1.14496 1.52949 2.86427
H 2.25374 3.55947 2.26301
H 0.56930 3.68046 1.82738
H 0.80570 4.95572 -0.88128
H 0.65393 -0.06406 -1.08561
H 3.40995 -0.23786 -0.16609
H 2.93551 1.43720 -0.30122
H 2.44377 -0.52187 -2.62979
H 4.00377 0.18432 -2.27330
H 3.00146 1.40492 -3.99612
H 3.88694 2.78398 -1.63707
H 3.86624 3.35774 -3.30812
H 2.50378 3.65884 -2.25919
H 0.84557 2.75068 -3.68274
H 0.45013 1.50638 -2.39556
H 1.38324 -0.09788 -4.44709
H 0.50826 1.18966 -5.33693
H -1.18848 0.23345 -3.03487
H -2.96989 0.50952 -5.04097
H -3.46384 -1.23424 -5.08270
H -2.66723 -0.51200 -6.48135
H -1.34606 -2.90053 -5.10823
H -0.66226 -2.06737 -6.50829
H 0.33995 -2.24519 -5.05145
H 1.70034 -1.76257 1.20155
H 0.70571 -2.17300 -2.75446
H 1.02080 -3.93704 -2.59762
H 2.20022 -2.80528 -3.38559
H 2.45411 -5.07641 -0.88890
H 2.13038 -4.38115 0.66919
H 3.83522 -4.34911 0.04771
C 3.71071 -6.79712 2.57311
Cl 2.86807 -7.26579 1.08748
Cl 3.09885 -5.27125 3.23004
H 3.56586 -7.57503 3.31445
H 4.76669 -6.68401 2.35355
C -0.06354 0.62378 5.40878
Cl -0.58893 0.33420 7.05795
Cl 0.92122 -0.73103 4.80223
H -0.94143 0.73591 4.77676
H 0.53463 1.52960 5.38098
C -0.40674 -7.87535 -0.75012
Cl -2.15576 -7.94892 -0.54161
Cl 0.07231 -6.46511 -1.71279
H 0.06195 -7.80523 0.22590
H -0.07368 -8.77246 -1.26076
C 1.56517 -2.13235 8.83765
Cl 1.93340 -3.82056 8.46490
Cl 2.86079 -1.37384 9.76709
H 1.43968 -1.59012 7.90749
H 0.64859 -2.09330 9.41699
C 5.41992 -4.88180 -3.40227
Cl 4.58729 -5.36692 -4.88290
Cl 4.77969 -3.35622 -2.76978
H 5.28030 -5.65443 -2.65333
H 6.47588 -4.75740 -3.61712
C -6.70783 7.07824 1.35477
Cl -5.69194 7.65235 2.68783
Cl -8.22339 7.97675 1.26185
H -6.16542 7.20610 0.42393
H -6.93105 6.02861 1.51479
C -3.16234 10.65437 2.03401
Cl -2.83472 12.23842 1.32500
Cl -2.60976 10.57187 3.71262
H -4.23151 10.47274 2.00773
H -2.64366 9.89698 1.45615
*
```